Entry 1:
DFT (ωB97M-V/def2-TZVPD) results for a molecular structure, C46H36BN15Y in a non-equilibrium geometry.

## Properties
LUMO energy (alpha / beta) ... 2.10 / 2.10 eV
E_tot ... -2659.35584 Eh
Total charge ... -1

Last column: Mulliken charge in e.
Element x y z (Å)
Y -0.33630 0.39004 -0.13789  -0.139
C -0.15195 -0.86021 -6.41827  -0.618
C -1.36190 -0.20214 -6.43871  -0.495
C -2.19757 -0.16712 -5.32721  -0.166
C -1.74062 -0.75755 -4.17961  0.132
C -2.19524 -0.68241 -2.80565  -0.063
N -1.18183 -1.14074 -1.97592  -0.091
C -0.26188 -1.79644 -2.75318  0.185
N 0.67530 -2.66335 -2.36928  -0.474
C 0.95036 -2.83450 -1.09380  -0.455
C 1.78304 -3.95312 -0.65806  0.068
C 2.47686 -4.92394 -1.36620  0.117
C 3.30132 -5.82235 -0.64031  -0.659
C 3.42600 -5.68848 0.72671  -0.618
C 2.75964 -4.69995 1.43634  -0.226
C 1.91352 -3.85779 0.73460  -0.202
C 1.13335 -2.65710 1.14461  -0.268
N 1.02680 -2.27571 2.36894  -0.539
C 0.50910 -0.92850 2.76947  1.644
N -0.66721 -0.46405 2.00681  2.079
C -1.79520 -0.52236 2.73320  -0.466
N -3.08344 -0.28604 2.36862  -0.602
C -3.48280 -0.04893 1.12847  -0.013
N -2.76664 -0.24079 -0.02184  0.108
C -3.62431 -0.06484 -1.10863  -0.769
N -3.35129 -0.16770 -2.40370  -0.570
C -4.88331 0.45541 -0.62776  0.927
C -5.94155 1.02902 -1.29771  -0.307
C -6.85358 1.77336 -0.56240  -0.474
C -6.78595 1.85884 0.80178  -0.429
C -5.76199 1.19235 1.51442  -0.715
C -4.82941 0.47833 0.77337  -0.009
C -1.46584 -0.80229 4.13534  -0.259
C -2.19012 -0.56739 5.30630  -0.229
C -1.54959 -0.77244 6.53950  -0.680
C -0.22076 -1.16411 6.57564  -0.871
C 0.50880 -1.33070 5.39820  -0.069
C -0.08168 -1.05881 4.18108  -0.846
N 0.61160 -2.05897 -0.01505  0.307
C -0.51401 -1.45483 -4.15428  0.275
C 0.30964 -1.46110 -5.25727  -0.658
H 0.49861 -0.87723 -7.29892  0.358
H -1.69269 0.31229 -7.34632  0.360
H -3.17787 0.34838 -5.39334  0.420
H 2.41926 -4.98360 -2.45338  0.513
H 3.85285 -6.60760 -1.16286  0.367
H 4.07926 -6.38710 1.24964  0.361
H 2.80183 -4.62424 2.52339  0.510
H -5.99994 0.95280 -2.39213  0.442
H -7.68368 2.26416 -1.09165  0.340
H -7.52791 2.45589 1.35906  0.343
H -5.68892 1.24459 2.59927  0.463
H -3.20016 -0.21466 5.26641  0.556
H -2.07873 -0.66847 7.48839  0.365
H 0.28700 -1.34790 7.53308  0.358
H 1.50803 -1.73661 5.44232  0.541
H 1.26438 -1.94750 -5.24603  0.544
C -2.05782 3.59060 -3.23286  -1.400
C -2.17155 2.98612 -1.95095  -0.384
N -1.06577 2.29536 -1.64265  0.467
N -0.19806 2.45845 -2.76118  0.392
C -0.81430 3.17217 -3.71687  -0.271
B 1.30471 2.43288 -2.48576  -0.131
N 1.72927 0.96401 -2.61843  1.077
C 2.60410 0.56145 -3.59462  -0.243
C 3.57685 -0.22369 -3.00922  -1.544
C 3.20859 -0.35620 -1.64164  -0.220
N 2.08154 0.29395 -1.39007  -0.090
N 1.69623 3.04361 -1.15602  -0.656
C 2.38712 4.15687 -0.92616  -0.077
C 2.37319 4.39596 0.44693  -1.602
C 1.59899 3.34744 0.99374  -0.329
N 1.18731 2.48659 0.06329  0.983
H -2.83228 4.13665 -3.79641  0.328
H -3.04249 3.05337 -1.27735  0.348
H -0.30276 3.42174 -4.65592  0.471
H 1.87199 3.07789 -3.31208  -0.253
H 2.49898 0.95757 -4.60946  0.536
H 4.46326 -0.65906 -3.47232  0.404
H 3.72903 -0.87661 -0.84464  0.442
H 2.84878 4.69501 -1.74951  0.441
H 2.86884 5.21861 0.96145  0.403
H 1.36151 3.22028 2.05242  0.454
C 3.69367 1.24153 3.64164  -1.515
C 2.93345 -0.12827 3.53334  0.772
C 3.96799 -1.10609 2.97156  -1.289
C 1.63439 0.07713 2.72761  -0.368
H 4.54649 1.10255 4.33835  0.463
H 3.07251 2.05928 4.03252  0.381
H 4.08175 1.54441 2.64705  0.259
H 2.70155 -0.44558 4.57026  0.055
H 4.44222 -0.69595 2.06510  0.228
H 3.51905 -2.08435 2.68766  0.162
H 4.78660 -1.24500 3.70231  0.478
H 1.22888 1.03411 3.08900  0.276
H 1.91625 0.19681 1.66417  -0.473
N -1.76512 3.24656 1.85672  -0.223
C -1.31630 2.32783 1.29775  0.307
H -2.11924 4.04016 2.39360  0.238

***

Entry 2:
DFT (ωB97M-V/def2-TZVPD) results for a molecular structure, C46H36CdCl2N3O2P2S2 in a non-equilibrium geometry.

## Properties
LUMO energy ... -2.38 eV
Energy relative to the best compared isomer or geometry (same formula, charge and spin) ... 0.0 kJ/mol
E_tot ... -4656.29843 Eh
Total charge ... +1

Last column: Mulliken charge in e.
Element x y z (Å)
Cd -20.49087 5.21260 0.87734  3.632
O -24.67162 4.82818 -0.58170  -0.825
S -23.53564 4.39357 0.24438  1.459
C -24.22452 3.88505 1.84035  -0.083
C -25.60256 3.74912 1.85748  -0.402
C -26.27064 3.35836 3.02144  -0.776
C -25.51470 3.02046 4.16618  -0.867
C -24.09625 3.11242 4.12028  -0.024
C -23.42097 3.53857 2.96323  0.039
P -21.63600 3.65947 2.95875  0.649
C -21.45136 4.61644 4.55612  0.063
C -20.53267 4.32109 5.52388  -0.351
C -20.39667 5.14708 6.69711  -0.823
C -21.15420 6.28484 6.77370  -0.539
C -22.13713 6.55058 5.84810  -0.757
C -22.26925 5.70834 4.73048  -0.908
C -21.02594 1.95306 3.26863  0.547
C -20.34294 1.40059 2.17443  0.350
C -19.97531 0.04337 2.16247  -0.707
C -20.17667 -0.69833 3.33647  -0.818
C -20.70074 -0.04271 4.51891  -0.696
C -21.11776 1.26668 4.48503  -0.275
C -23.13808 2.77532 -0.41203  0.141
C -23.97473 1.67697 -0.17317  -0.676
C -23.61046 0.42008 -0.66046  -1.094
C -22.51679 0.30150 -1.48385  -0.743
C -21.68648 1.32389 -1.73987  -1.039
C -21.97338 2.55353 -1.18858  1.009
P -20.87541 3.96060 -1.38252  -0.431
C -19.37324 3.22780 -2.14565  0.700
C -18.34561 2.64287 -1.39143  -0.432
C -17.25291 1.99594 -2.04610  -0.674
C -17.07138 2.16172 -3.40578  -0.515
C -18.03383 2.81707 -4.17129  -0.850
C -19.19114 3.33655 -3.52432  -0.577
C -21.60811 5.01713 -2.62943  0.533
C -21.33510 6.38074 -2.67322  -0.006
C -21.95629 7.19605 -3.63686  -0.724
C -22.79076 6.66420 -4.59495  -0.475
C -23.06601 5.30599 -4.59855  -0.884
C -22.54158 4.54721 -3.60291  -0.167
H -26.18220 4.04389 0.96857  0.537
H -27.36352 3.30317 3.03402  0.403
H -25.97446 2.79965 5.11265  0.454
H -23.50036 2.91227 5.04614  0.124
H -19.95551 3.40592 5.52771  0.460
H -19.61016 4.79725 7.36672  0.418
H -21.04413 6.91821 7.65169  0.432
H -22.80489 7.40416 6.02607  0.442
H -22.92156 6.05892 3.99321  0.594
H -20.20622 1.96669 1.27491  -0.288
H -19.55978 -0.42707 1.28221  0.514
H -19.80762 -1.69505 3.39130  0.418
H -20.72489 -0.65507 5.42569  0.410
H -21.62722 1.75823 5.35585  0.275
H -24.88094 1.76565 0.46082  0.402
H -24.23724 -0.42075 -0.47821  0.503
H -22.33391 -0.69935 -1.87522  0.380
H -20.78911 1.16255 -2.27686  0.598
H -18.38232 2.56546 -0.33495  0.355
H -16.50736 1.53033 -1.38963  0.376
H -16.17516 1.74660 -3.89310  0.362
H -17.93213 2.99829 -5.21508  0.491
H -19.90438 3.78735 -4.11512  0.664
H -20.63035 6.84370 -1.97799  0.210
H -21.77103 8.24689 -3.61653  0.456
H -23.20463 7.31778 -5.35695  0.393
H -23.78908 4.85212 -5.22627  0.469
H -22.83058 3.53861 -3.58164  0.521
Cl -22.77634 9.59286 1.94871  -0.239
C -21.45060 8.93333 2.79627  0.414
C -20.78085 9.67141 3.81722  -0.681
C -19.58923 9.25736 4.30030  0.796
Cl -18.90193 10.26587 5.50755  -0.274
C -19.05852 7.97057 3.98202  0.521
C -17.83705 7.42081 4.63503  -0.727
C -17.37456 6.19759 4.16919  -1.235
C -18.17371 5.49334 3.22773  -1.067
N -19.27597 6.00166 2.61703  0.593
C -19.78444 7.20533 3.05601  0.256
C -21.01117 7.66850 2.39472  -1.065
O -21.56293 6.98105 1.47349  -0.734
H -21.07271 10.72546 4.07427  0.382
H -17.34067 8.13444 5.30077  0.435
H -16.45926 5.72980 4.46738  0.514
H -17.86051 4.54983 2.83796  0.606
N -17.92898 8.21276 -2.20603  -0.413
C -17.64215 7.00978 -1.66252  0.289
N -17.09896 6.11627 -2.45980  -0.328
S -17.93755 6.71208 -0.04685  -0.262
H -17.86787 8.34571 -3.16891  0.184
H -18.58484 8.82401 -1.64503  0.264
H -16.75360 6.42887 -3.34072  0.199
H -16.69020 5.34156 -1.95786  0.216

***

The highest total charge belongs to which entry?
C46H36CdCl2N3O2P2S2

***

The highest E_tot belongs to which entry?
C46H36BN15Y

***

Among the records above, which one has the lowest E_tot?
C46H36CdCl2N3O2P2S2